119
Properties=species:S:1:pos:R:3 method="wB97M-V/def2-TZVPD" homo_ev=-9.491 total_charge=+1 max_force_ev_per_a=0.6 relative_energy_kcal_mol=16.12 e_tot_ev=-136767.519 homo_lumo_gap_ev=7.012
Pb -0.817 1.033 -0.312
C 0.620 5.589 1.651
C 1.892 4.766 1.860
C 2.470 4.381 0.503
C 2.957 5.576 2.609
N 1.520 3.595 2.730
C 1.136 3.835 4.040
C 0.764 2.664 4.580
N 0.896 1.687 3.616
B 0.264 0.305 3.956
N -1.267 0.286 3.777
C -2.002 -0.632 4.496
C -3.277 -0.574 4.073
N -3.339 0.377 3.070
C -2.106 0.932 2.933
S -1.722 2.326 1.984
C -4.611 0.763 2.371
C -4.404 0.850 0.855
C -5.089 2.093 2.951
C -5.652 -0.331 2.620
N 0.903 -0.876 3.136
C 2.312 -0.987 3.169
C 2.998 -2.317 2.858
N 2.135 -3.197 2.174
C 0.429 -1.519 2.049
S -1.080 -1.842 1.498
C 1.961 -4.655 2.323
C 1.472 -4.932 3.745
C 3.308 -5.332 2.071
C 0.932 -5.149 1.311
C 1.349 2.273 2.477
S 1.682 1.439 1.000
H 0.854 6.468 1.048
H 0.199 5.929 2.597
H -0.132 5.004 1.122
H 2.776 5.313 0.024
H 1.737 3.897 -0.135
H 3.346 3.739 0.597
H 3.309 6.379 1.962
H 3.811 4.946 2.867
H 2.578 6.040 3.519
H 1.167 4.814 4.477
H 0.409 2.433 5.570
H 0.506 0.113 5.119
H -1.541 -1.262 5.238
H -4.129 -1.145 4.385
H -3.854 1.732 0.549
H -5.385 0.877 0.378
H -3.882 -0.045 0.494
H -4.354 2.876 2.766
H -5.256 2.005 4.026
H -6.028 2.384 2.479
H -5.266 -1.318 2.361
H -6.515 -0.130 1.987
H -6.010 -0.340 3.651
H 2.858 -0.227 3.713
H 3.954 -2.603 3.279
H 2.167 -4.524 4.484
H 1.400 -6.006 3.919
H 0.490 -4.482 3.907
H 4.041 -5.064 2.837
H 3.704 -5.056 1.093
H 3.189 -6.415 2.104
H 0.009 -4.572 1.369
H 0.698 -6.189 1.537
H 1.315 -5.104 0.293
S 1.345 -2.252 -0.454
C 3.004 -2.212 -0.834
N 4.143 -2.145 -1.010
F -0.463 4.159 -1.255
C -1.317 3.102 -1.459
F -1.291 2.914 -2.830
F -2.557 3.589 -1.199
C -5.406 -4.867 -1.485
C -5.725 -3.948 -2.474
C -4.862 -2.899 -2.758
C -3.672 -2.756 -2.048
C -3.364 -3.680 -1.047
C -4.221 -4.735 -0.773
P -2.451 -1.432 -2.345
C -3.374 -0.196 -3.325
C -2.989 0.203 -4.602
C -3.648 1.247 -5.240
C -4.696 1.902 -4.613
C -5.091 1.507 -3.341
C -4.431 0.472 -2.701
C -1.327 -2.185 -3.572
C -1.682 -3.268 -4.373
C -0.777 -3.790 -5.288
C 0.487 -3.234 -5.413
C 0.851 -2.156 -4.618
C -0.049 -1.639 -3.695
H -6.081 -5.685 -1.268
H -6.648 -4.051 -3.032
H -5.114 -2.188 -3.535
H -2.444 -3.571 -0.487
H -3.971 -5.450 0.001
H -2.173 -0.300 -5.106
H -3.337 1.548 -6.233
H -5.204 2.717 -5.111
H -5.910 2.013 -2.845
H -4.745 0.171 -1.707
H -2.665 -3.708 -4.281
H -1.063 -4.633 -5.904
H 1.189 -3.642 -6.130
H 1.837 -1.717 -4.708
H 0.246 -0.798 -3.075
N 2.801 -1.262 1.802
C 1.644 -2.124 1.324
H 3.374 -0.635 1.238
N 1.553 2.759 -3.337
C 2.034 1.775 -2.572
O 1.307 0.989 -1.961
C 3.535 1.665 -2.476
I 4.280 0.389 -4.016
H 0.551 2.873 -3.426
H 2.165 3.382 -3.832
H 3.796 1.211 -1.528
H 4.036 2.621 -2.597